i) The following is a quantum chemistry calculation of a 2-piece molecular cluster, C4H12S overall, from the Open Molecules 2025 dataset.

Last column: Löwdin charge in e.
Element x y z (Å)
C -2.92 0.70 1.87  -0.18
C -1.63 0.11 1.16  -0.18
H -2.62 1.67 2.41  0.08
H -3.43 0.05 2.61  0.07
H -3.62 0.99 1.18  0.01
H -0.84 -0.08 1.87  0.03
H -2.07 -0.86 0.60  0.10
H -1.24 0.90 0.40  0.06
C 2.83 -1.00 -1.20  -0.19
C 1.45 -0.49 -1.19  -0.59
S 1.13 1.35 -1.53  0.64
H 3.44 -0.44 -0.40  0.10
H 3.35 -0.67 -2.04  0.04
H 2.94 -2.02 -0.93  0.06
H 0.83 -1.12 -1.83  0.06
H 0.99 -0.66 -0.16  0.07
H 1.43 1.58 -2.82  -0.18

The orbital gap comes out at 10.09 eV.


ii) The following is a quantum chemistry calculation of a 2-piece molecular cluster, C4H12S overall, from the Open Molecules 2025 dataset.

Last column: Löwdin charge in e.
Element x y z (Å)
C -1.40 2.62 -0.79  -0.19
C -2.66 1.99 -1.33  -0.20
H -1.18 3.46 -1.40  0.04
H -0.48 1.97 -0.84  0.04
H -1.55 2.79 0.29  0.07
H -3.51 2.46 -0.68  0.09
H -2.90 2.12 -2.45  0.09
H -2.78 0.94 -1.10  0.04
C 1.87 -2.64 1.95  -0.18
C 1.91 -2.14 0.44  -0.57
S 1.37 -0.29 0.25  0.55
H 2.85 -2.31 2.24  0.04
H 1.73 -3.75 2.00  0.07
H 1.05 -2.09 2.56  0.09
H 2.99 -2.38 0.21  0.07
H 1.17 -2.68 -0.18  0.04
H 1.51 -0.09 -1.17  -0.11

The orbital gap comes out at 10.03 eV.


Relative energy table, unit eV: i) 0.000; ii) 0.198


i) The following is a quantum chemistry calculation of an isolated molecule of C4H6N4, from the Open Molecules 2025 dataset.

Last column: Löwdin charge in e.
Element x y z (Å)
C -0.07 -1.49 -1.00  -0.04
C 1.48 0.07 1.78  -0.03
C -0.57 0.81 -0.12  -0.39
C -1.43 0.89 -1.31  -0.14
H 0.66 -2.23 -0.66  0.09
H 0.19 -1.16 -2.02  0.09
H -1.10 -1.87 -0.91  0.10
H 2.32 -0.33 2.36  0.07
H 1.10 1.10 1.92  0.05
H -1.08 2.55 0.57  0.09
N 0.14 -0.38 -0.07  -0.17
N 1.12 -0.69 0.81  -0.01
N -0.49 1.73 0.75  0.14
N -2.27 1.01 -2.10  0.17

The orbital gap comes out at 9.60 eV.


ii) The following is a quantum chemistry calculation of an isolated molecule of C4H6N4, from the Open Molecules 2025 dataset.

Last column: Löwdin charge in e.
Element x y z (Å)
C 1.13 -1.87 1.16  -0.12
C 0.52 -0.60 0.58  -0.28
C -0.73 1.50 -0.62  -0.42
C -1.69 0.54 -0.35  -0.20
H 0.40 -2.85 1.10  0.12
H 1.50 -1.73 2.16  0.05
H 1.85 -2.33 0.39  0.08
H 0.08 -0.15 1.53  0.13
H 1.23 1.42 -1.94  0.22
H -2.25 2.61 -1.16  0.15
N 1.13 0.04 -0.35  -0.04
N 0.70 1.12 -0.99  -0.01
N -1.17 2.42 -1.27  0.16
N -2.71 -0.12 -0.24  0.17

The orbital gap comes out at 8.50 eV.


iii) The following is a quantum chemistry calculation of an isolated molecule of C4H6N4, from the Open Molecules 2025 dataset.

Last column: Löwdin charge in e.
Element x y z (Å)
C -1.52 -0.69 -0.95  -0.25
C -0.45 1.61 0.70  -0.10
C 0.87 1.00 1.08  -0.33
C 1.79 0.64 0.08  -0.16
H -1.35 -2.77 -1.16  0.07
H -2.20 0.18 -1.21  0.13
H -0.37 -1.70 0.48  0.17
H -0.42 1.86 -0.40  0.13
H -1.10 2.27 1.25  0.11
H 1.32 1.27 1.98  0.13
N -1.91 -1.87 -1.41  0.02
N -0.38 -0.72 -0.05  -0.01
N -0.31 0.26 1.12  -0.05
N 2.59 -0.03 -0.58  0.15

The orbital gap comes out at 10.07 eV.


Relative energy table, unit eV: i) 0.000; ii) 2.915; iii) 2.425


i) The following is a quantum chemistry calculation of C4H6N4 as an isolated structure, from the Open Molecules 2025 dataset.

Last column: Löwdin charge in e.
Element x y z (Å)
C 0.22 -0.73 0.15  -0.56
C 0.51 1.66 -0.55  -0.23
C 1.59 -0.52 0.46  -0.12
C 2.64 -0.71 1.20  0.10
H -2.91 -1.60 1.06  0.17
H -2.15 -2.07 -0.75  0.21
H -1.20 0.28 -0.67  0.09
H 1.63 1.78 -0.01  0.17
H -1.02 2.47 -2.09  0.16
H 3.48 -0.79 2.32  0.19
N -2.04 -1.06 0.24  -0.13
N -0.59 -1.66 0.50  -0.03
N -0.20 0.37 -0.43  0.01
N 0.04 2.56 -1.44  -0.02

The orbital gap comes out at 8.97 eV.


ii) The following is a quantum chemistry calculation of an isolated molecule of C4H6N4, from the Open Molecules 2025 dataset.

Last column: Löwdin charge in e.
Element x y z (Å)
C 1.16 -0.26 0.08  -0.31
C -0.90 0.59 -0.17  -0.30
C -2.26 -0.01 -0.01  -0.09
C -0.21 -0.54 -0.09  -0.21
H 2.15 -1.86 -0.84  0.15
H 2.68 -1.40 0.88  0.11
H 1.67 2.19 -0.41  0.24
H -2.93 0.27 -0.88  0.13
H -2.63 0.03 0.95  0.09
H -1.32 -2.41 -0.33  0.20
N 2.35 -1.01 -0.09  0.00
N 1.22 1.21 0.14  -0.02
N -0.13 1.76 0.02  0.03
N -1.49 -1.31 0.18  -0.02

The orbital gap comes out at 8.75 eV.


Relative energy table, unit eV: i) 4.158; ii) 0.000


i) The following is a quantum chemistry calculation of an isolated molecule of C4H6N4, from the Open Molecules 2025 dataset.

Last column: Löwdin charge in e.
Element x y z (Å)
C -0.10 1.14 -1.98  -0.17
C 1.22 -0.02 0.88  -0.20
C -0.47 0.83 -0.60  -0.25
C -0.72 -1.39 0.33  -0.15
N 0.09 1.36 -3.09  0.16
N 0.83 1.38 1.10  0.01
N 0.02 1.83 0.37  0.04
N 0.33 -0.52 -0.16  -0.12
H 2.36 -0.18 0.63  0.16
H 1.07 -0.33 1.89  0.10
H -1.52 0.94 -0.54  0.12
H -1.44 -1.68 -0.51  0.10
H -0.31 -2.39 0.49  0.07
H -1.35 -0.95 1.22  0.12

The orbital gap comes out at 10.51 eV.


ii) The following is a quantum chemistry calculation of an isolated molecule of C4H6N4, from the Open Molecules 2025 dataset.

Last column: Löwdin charge in e.
Element x y z (Å)
C -0.94 1.00 0.82  -0.36
C 0.58 0.90 -1.21  -0.11
C 1.35 -1.17 -0.90  -0.11
C 0.26 -1.01 0.21  -0.40
H -2.08 2.54 1.36  0.13
H -1.29 0.02 1.47  0.15
H 0.24 1.84 -1.58  0.11
H 1.25 -2.47 -1.16  0.19
H 2.36 -0.96 -0.18  0.16
H -1.24 -1.42 1.39  0.03
N -1.10 2.23 0.84  0.08
N -0.09 0.35 0.05  -0.05
N 1.17 0.06 -1.95  0.08
N -0.48 -1.89 0.84  0.11

The orbital gap comes out at 10.11 eV.


iii) The following is a quantum chemistry calculation of a 2-piece molecular cluster, C4H6N4 overall, from the Open Molecules 2025 dataset.

Last column: Löwdin charge in e.
Element x y z (Å)
C -1.64 0.61 -0.08  -0.33
C -0.06 -1.21 0.12  -0.08
C 1.24 -1.43 -0.02  -0.12
C 0.86 0.78 -0.12  -0.58
H -2.98 -0.92 -0.62  0.14
H -1.74 1.70 0.13  0.13
H -0.78 -1.99 0.12  0.11
H 1.81 -2.22 -0.04  0.06
H 2.85 -0.04 0.84  0.32
H 0.51 2.68 0.31  0.09
N -2.75 0.08 -0.07  0.07
N -0.38 0.13 -0.09  0.01
N 1.77 -0.15 -0.43  0.09
N 1.27 1.98 -0.05  0.11

The orbital gap comes out at 7.25 eV.


iv) The following is a quantum chemistry calculation of an isolated molecule of C4H6N4, from the Open Molecules 2025 dataset.

Last column: Löwdin charge in e.
Element x y z (Å)
C -0.03 0.62 0.08  -0.30
C -1.45 0.89 -0.08  0.02
C -1.91 -0.53 -0.07  -0.15
C 0.26 -0.71 0.11  -0.43
H 1.70 1.41 0.73  0.16
H 0.47 2.42 0.52  0.05
H -2.27 1.59 -0.26  0.10
H -2.89 -0.93 -0.69  0.16
H -0.81 -2.39 0.42  0.19
H 3.23 -0.92 -0.44  0.02
N 0.89 1.74 -0.11  0.05
N -0.94 -1.45 -0.04  0.05
N 1.39 -1.28 0.17  0.04
N 2.35 -0.45 -0.32  0.05

The orbital gap comes out at 8.02 eV.


Relative energy table, unit eV: i) 0.000; ii) 0.816; iii) 2.269; iv) 1.467


i) The following is a quantum chemistry calculation of a 2-piece molecular cluster, C5H10NO2 overall, from the Open Molecules 2025 dataset.

Last column: Löwdin charge in e.
Element x y z (Å)
C 0.90 -0.13 -3.28  -0.07
C 1.74 -1.05 -4.06  -0.44
N -0.06 1.33 1.78  0.01
C 0.94 0.64 2.57  -0.24
C -1.43 0.77 1.91  -0.26
C -1.84 -0.19 0.84  -0.39
O -3.10 -0.69 1.21  -0.21
O 1.52 -1.48 -5.30  -0.24
H 1.34 -0.01 -2.30  -0.03
H -0.10 0.21 -3.60  0.01
H 2.71 -1.36 -3.44  0.09
H 0.94 0.65 3.74  0.08
H 1.16 -0.56 2.34  0.12
H 2.09 1.11 2.37  0.10
H -2.17 1.53 1.87  0.11
H -1.57 0.12 2.79  0.11
H -1.94 0.16 -0.25  0.13
H -1.13 -1.05 0.81  0.11

The orbital gap comes out at 2.41 eV. The total charge is -1.


ii) The following is a quantum chemistry calculation of a 2-piece molecular cluster, C5H10NO2 overall, from the Open Molecules 2025 dataset.

Last column: Löwdin charge in e.
Element x y z (Å)
C 1.80 1.69 0.31  -0.39
N 2.06 3.04 -0.03  -0.16
C -1.45 -0.30 -0.77  -0.08
C -0.35 -1.10 -0.50  -0.17
C 0.14 -1.36 1.12  -0.42
O 1.23 -2.01 1.26  -0.13
C -2.72 -0.87 -1.14  -0.32
O -2.92 -2.03 -1.47  -0.02
H 0.74 1.41 0.08  0.04
H 2.41 1.01 -0.29  0.06
H 2.00 1.40 1.36  0.05
H -1.35 0.76 -0.92  0.09
H 2.32 3.52 0.84  -0.06
H 0.62 -0.81 -0.91  0.11
H -0.45 -2.15 -0.75  0.11
H -0.77 -1.75 1.63  0.10
H 0.24 -0.29 1.45  0.09
H -3.55 -0.16 -1.28  0.10

The orbital gap comes out at 3.09 eV. The total charge is -1.


Relative energy table, unit eV: i) 1.993; ii) 0.000


i) The following is a quantum chemistry calculation of C5H11N4 as an isolated structure, from the Open Molecules 2025 dataset.

Last column: Löwdin charge in e.
Element x y z (Å)
C -1.66 -2.22 0.89  -0.06
C -1.98 -1.64 -0.34  0.00
C -0.23 -0.59 0.50  -0.04
C -1.02 0.28 -1.70  0.05
C 1.04 1.69 1.33  -0.06
N -0.53 -1.68 1.28  0.10
N -1.02 -0.68 -0.57  -0.07
N 2.17 0.17 -0.30  0.03
N 1.38 0.37 0.75  -0.13
H -1.93 -3.06 1.41  0.11
H -2.60 -2.00 -1.17  0.15
H -0.91 1.29 -1.37  0.08
H -0.05 0.19 -2.27  0.11
H -1.91 0.15 -2.21  0.08
H 0.23 2.27 0.79  0.10
H 0.91 1.60 2.38  0.07
H 1.95 2.25 1.20  0.08
H -0.16 -2.00 2.21  0.21
H 1.95 0.54 -1.22  0.11
H 2.90 -0.45 -0.14  0.09

The orbital gap comes out at 10.05 eV. The total charge is +1.


ii) The following is a quantum chemistry calculation of an isolated ion of composition C5H11N4 and charge +1, from the Open Molecules 2025 dataset.

Last column: Löwdin charge in e.
Element x y z (Å)
C -0.46 1.63 -0.16  0.04
C -1.46 0.54 0.04  -0.35
C 1.28 0.33 0.69  0.09
C -1.74 -1.84 -0.01  -0.14
C 2.36 -0.53 0.33  -0.27
N -1.04 -0.68 -0.11  0.01
N 0.80 1.42 0.18  0.05
N -2.76 0.92 0.12  0.17
N 3.05 -0.25 -0.95  0.02
H -0.70 2.65 -0.19  0.12
H -1.36 -2.68 0.74  0.14
H -2.76 -1.64 0.39  0.06
H -1.85 -2.28 -1.12  0.15
H 3.01 -0.63 1.27  0.17
H 1.84 -1.47 0.39  0.13
H 1.35 2.27 -0.11  0.22
H -3.15 1.82 0.39  0.13
H -3.44 0.22 0.15  0.07
H 4.11 -0.56 -0.90  0.15
H 2.94 0.74 -1.12  0.04

The orbital gap (spin up / spin down) comes out at 7.34 / 7.32 eV. The total charge is +1.


Relative energy table, unit eV: i) 0.000; ii) 2.040